1.
A molecular structure, C21H43N4O2PY. Source: OMol25; level of theory: ωB97M-V/def2-TZVPD.

XYZ file:
```
72
Properties=species:S:1:pos:R:3
C -1.796 -2.003 0.520
N -1.895 -0.642 0.767
C -2.940 -0.206 1.523
C -3.912 -1.048 2.058
C -3.776 -2.422 1.851
C -2.719 -2.900 1.106
Y -0.289 1.064 0.201
C -3.066 1.290 1.776
N -1.758 2.018 1.772
C -1.134 1.981 3.147
C -0.727 0.596 3.620
C -0.805 -2.501 -0.349
P 0.612 -1.633 -0.879
C 0.825 -1.960 -2.698
C 1.474 -3.336 -2.864
C 2.042 -2.112 0.209
C 3.403 -1.658 -0.364
C 1.908 -1.559 1.646
C 2.030 -3.663 0.339
C -0.553 -1.969 -3.371
C 1.711 -0.859 -3.308
C -1.954 3.450 1.419
C -2.549 3.673 0.034
H -4.756 -0.604 2.601
H -4.512 -3.097 2.266
H -2.585 -3.961 0.907
H -0.825 -3.582 -0.548
H 2.730 -1.981 2.256
H 1.999 -0.460 1.706
H 0.966 -1.875 2.121
H 2.830 -3.979 1.032
H 1.066 -4.003 0.745
H 2.204 -4.167 -0.620
H 4.206 -2.009 0.312
H 3.615 -2.085 -1.354
H 3.474 -0.563 -0.431
H 1.505 -3.587 -3.938
H 2.507 -3.361 -2.487
H 0.877 -4.114 -2.364
H -1.253 -2.643 -2.862
H -1.007 -0.970 -3.431
H -0.431 -2.328 -4.403
H 2.726 -0.850 -2.895
H 1.786 -1.037 -4.390
H 1.296 0.151 -3.176
H -3.745 1.727 1.026
H -3.567 1.451 2.750
H -0.274 2.665 3.127
H -1.866 2.426 3.836
H -0.981 3.945 1.518
H -2.603 3.920 2.167
H -2.033 4.507 -0.465
H -2.510 2.806 -0.651
H -3.609 3.952 0.135
H -0.359 0.697 4.649
H -1.580 -0.094 3.638
H 0.088 0.145 3.025
H 0.059 -0.325 -1.262
C -0.408 2.879 -2.851
H -1.131 3.638 -2.537
H -0.635 2.500 -3.850
H 0.600 3.295 -2.807
O -0.483 1.757 -1.883
H -0.571 0.901 -2.380
N 3.531 2.877 1.407
C 2.517 2.797 0.532
N 2.533 3.542 -0.592
O 1.558 1.972 0.769
H 4.308 3.515 1.246
H 3.488 2.351 2.261
H 1.794 3.496 -1.278
H 3.328 4.165 -0.730
```

The total charge is +2. The spin multiplicity is 2. For the strongest force on any atom, the calculation gives 2.44 eV/Å. Its expectation value of S² is 0.75. Its total energy is -42849.4599 eV.

***

2.
3 unconnected molecules or ions with the total composition C21H44B2N3O5. Source: OMol25; level of theory: ωB97M-V/def2-TZVPD.

XYZ file:
```
75
Properties=species:S:1:pos:R:3
C 2.277 4.223 -1.025
N 2.189 3.232 -2.189
C 1.121 2.186 -1.961
B 3.584 2.644 -2.292
O 4.641 3.346 -3.075
B 3.953 1.246 -1.492
C 4.408 1.419 0.106
O 5.685 1.350 0.535
O 3.281 1.717 1.052
H 2.234 5.307 -1.525
H 3.312 4.056 -0.461
H 1.435 4.076 -0.224
H 1.225 1.319 -2.765
H 0.060 2.690 -2.171
H 1.059 1.776 -0.859
H 5.257 3.714 -2.348
H 3.846 0.217 -2.049
C -2.062 -1.282 -6.205
C -0.939 -1.839 -5.283
C -0.806 -3.381 -5.452
C -1.861 -4.201 -4.717
C -1.994 -3.759 -3.263
C -2.251 -2.237 -3.132
N -1.231 -1.421 -3.871
O -0.027 -1.484 -3.145
C -3.684 -1.921 -3.646
C -2.323 -1.863 -1.618
C 0.373 -1.205 -5.857
H -2.590 -0.441 -5.740
H -1.666 -0.886 -7.149
H -2.797 -2.044 -6.479
H 0.179 -3.706 -5.086
H -0.833 -3.644 -6.517
H -2.825 -4.124 -5.230
H -1.585 -5.261 -4.749
H -2.802 -4.325 -2.789
H -1.074 -4.036 -2.724
H -3.891 -0.845 -3.605
H -4.439 -2.421 -3.027
H -3.874 -2.261 -4.662
H -1.413 -2.130 -1.070
H -3.146 -2.391 -1.121
H -2.497 -0.787 -1.487
H 0.371 -0.114 -5.747
H 0.479 -1.430 -6.926
H 1.275 -1.600 -5.376
C -1.455 1.063 6.681
C -1.256 0.452 5.263
C -0.530 -0.921 5.355
C 0.978 -0.837 5.565
C 1.624 0.126 4.573
C 0.959 1.525 4.594
N -0.529 1.452 4.411
O -0.778 1.132 3.064
C 1.313 2.232 5.933
C 1.642 2.428 3.519
C -2.714 0.163 4.768
H -1.375 2.157 6.667
H -2.452 0.853 7.088
H -0.739 0.673 7.410
H -0.704 -1.490 4.430
H -0.966 -1.522 6.164
H 1.201 -0.534 6.593
H 1.419 -1.833 5.441
H 2.692 0.207 4.797
H 1.558 -0.310 3.564
H 0.829 3.213 6.002
H 2.395 2.398 6.011
H 1.044 1.661 6.819
H 1.582 2.007 2.510
H 2.710 2.556 3.735
H 1.190 3.428 3.501
H -3.287 1.090 4.647
H -3.251 -0.468 5.488
H -2.734 -0.383 3.818
```

The total charge is -1. The spin multiplicity is 3. For the strongest force on any atom, the calculation gives 7.25 eV/Å. Its expectation value of S² is 2.01. Its total energy is -38545.6858 eV.

***

3.
A molecular structure, C21H44N3OP2Zr. Source: OMol25; level of theory: ωB97M-V/def2-TZVPD.

XYZ file:
```
72
Properties=species:S:1:pos:R:3
Zr 0.118 0.053 -0.090
P 2.140 0.897 1.190
P -1.802 0.403 -1.755
N -0.725 2.197 0.611
C 1.260 2.180 2.221
H 1.449 1.870 3.260
H 1.840 3.096 2.075
C -0.232 2.450 2.020
H -0.852 1.834 2.704
H -0.402 3.511 2.284
C -2.231 2.135 0.584
H -2.648 3.154 0.732
H -2.566 1.509 1.437
C -2.789 1.608 -0.740
H -3.008 2.443 -1.418
H -3.750 1.104 -0.560
C -2.893 -1.096 -1.895
C -2.175 -2.306 -2.509
H -2.731 -3.216 -2.232
H -1.141 -2.432 -2.155
H -2.149 -2.248 -3.606
C -1.680 1.154 -3.422
C -1.040 0.212 -4.454
H -0.811 0.812 -5.349
H -1.726 -0.590 -4.763
H -0.103 -0.235 -4.099
C 3.536 1.752 0.363
C 4.482 0.777 -0.355
H 5.198 1.379 -0.936
H 3.954 0.118 -1.058
H 5.063 0.164 0.349
C 2.840 -0.314 2.416
C 3.204 -1.662 1.777
H 3.520 -2.350 2.577
H 4.034 -1.564 1.066
H 2.356 -2.132 1.258
C 1.212 -0.801 -1.774
C -2.962 1.786 -3.978
H -3.727 1.043 -4.229
H -3.398 2.531 -3.303
H -2.687 2.308 -4.906
C 4.311 2.750 1.233
H 5.030 3.259 0.576
H 3.663 3.519 1.669
H 4.875 2.259 2.034
C 3.998 0.230 3.263
H 4.163 -0.479 4.088
H 4.940 0.286 2.699
H 3.776 1.207 3.710
C -4.243 -0.853 -2.576
H -4.162 -0.829 -3.671
H -4.898 -1.700 -2.324
H -4.746 0.058 -2.229
H -3.105 -1.337 -0.837
H 1.998 -0.502 3.108
H -0.968 1.981 -3.250
H 3.030 2.344 -0.420
O 1.848 -1.353 -2.639
H -0.579 3.102 0.175
H 1.700 0.210 -1.221
C -2.157 -4.633 2.256
N -1.487 -3.345 2.170
C -1.085 -2.574 3.260
C -0.526 -1.441 2.757
N -0.586 -1.499 1.349
C -1.159 -2.687 1.041
H -1.439 -5.469 2.191
H -2.680 -4.694 3.223
H -2.887 -4.729 1.436
H -1.244 -2.904 4.280
H -0.048 -0.610 3.265
H -1.312 -3.102 0.045
```

The total charge is +3. For the strongest force on any atom, the calculation gives 4.98 eV/Å. Its total energy is -48840.4776 eV.